# 1
Entry from the OMol25 dataset: a cluster of 7 separate species, C32H83N5O13 in total (ωB97M-V/def2-TZVPD).

Structure (XYZ):
```
133
Properties=species:S:1:pos:R:3:forces:R:3:lowdin_charge:R:1
C 8.770289 -5.575939 -11.425318 -0.38 -0.73 0.20 -0.112
H 5.150849 -7.466989 -6.377578 -0.14 -0.01 -0.31 0.115
H 5.392879 -5.703589 -8.096318 -0.03 0.17 -0.71 0.090
H 1.753059 7.345781 -13.493108 -0.78 0.22 -0.30 0.084
H 7.348749 -4.490579 -7.398438 0.00 -0.15 0.98 0.095
N -0.869691 6.354021 -9.660428 -0.60 -0.47 -0.82 -0.072
H 4.253609 4.343921 0.740902 -0.12 -0.30 -0.01 0.115
O -5.508551 -7.772859 2.151672 -0.70 0.34 0.77 -0.223
H -6.932451 -1.703909 3.223602 -0.02 -0.16 0.55 0.115
H -6.942001 5.467121 13.346452 -0.05 0.29 0.76 0.114
H 1.728299 7.847621 -11.797248 -0.53 0.21 0.10 0.083
C -5.286331 2.495661 10.457572 1.29 0.03 -0.58 -0.223
C 4.816669 2.626981 4.507172 -0.89 0.86 -0.16 -0.188
O 0.690429 -2.643219 2.769942 0.24 -0.49 -0.18 -0.092
C -1.178401 5.778071 -7.352248 -0.65 1.55 -0.47 -0.223
H 1.788209 -4.069389 1.870062 0.18 0.15 -0.46 0.119
H 9.328539 -6.418899 -11.832598 0.01 -0.06 0.19 0.083
H 2.835929 1.962971 5.120772 -0.23 -0.28 -0.57 0.122
O 0.684129 6.071971 -12.208688 1.33 0.37 0.19 -0.165
O -5.269271 -2.563789 2.324592 -1.61 0.22 0.50 -0.202
C 1.280709 -3.157689 1.554842 -0.27 2.28 0.38 -0.200
C 6.046729 1.744551 -0.307938 -0.66 0.40 0.72 -0.104
H -6.973841 3.481681 12.067442 -0.09 0.06 0.84 0.115
N -7.203501 -5.123199 2.626502 -0.38 0.36 -0.50 -0.066
H 5.267419 -5.640539 -4.639128 -0.49 -0.18 0.53 0.118
H -1.233251 5.898861 -12.247788 -0.42 0.12 0.04 0.122
H 5.968289 4.250901 0.335132 0.19 0.14 0.01 0.106
H 3.683429 -1.489299 5.536612 0.50 0.12 0.28 0.090
C 3.083609 -4.279719 -5.503768 -0.42 0.71 -0.60 -0.111
C -5.919991 5.164141 13.118792 -0.94 -1.01 -1.46 -0.215
H -3.332181 1.661701 10.792922 0.02 0.16 0.12 0.123
H -2.432231 -7.844869 0.568922 -0.26 0.07 0.22 0.022
H -4.107671 0.977041 9.407952 -0.23 -0.14 -0.28 0.110
O 8.631599 -5.806409 -10.017958 0.34 0.93 -0.28 -0.191
C 1.714509 6.986121 -12.464878 1.28 0.86 -0.25 -0.137
H -0.340821 8.224211 -10.466278 0.76 0.24 -0.06 0.106
H -6.006681 -7.918649 4.220912 -0.33 -0.60 -0.16 0.110
H -2.110411 5.229031 -7.486478 0.01 -0.45 -0.24 0.119
H 6.697569 -6.896719 -5.865198 0.17 0.13 -0.02 0.113
H 6.461429 2.854771 2.317022 0.29 -0.06 0.16 0.105
C 3.475649 -0.457849 5.821292 -0.80 -0.05 -0.34 -0.123
C 5.810089 -6.600209 -6.424258 0.34 0.39 -0.26 -0.197
H 8.257469 -6.053859 -7.552868 0.05 0.22 0.08 0.121
H -6.521741 4.746261 11.052852 0.08 0.65 -0.18 0.110
H 6.813829 -4.913739 -9.910168 -0.31 0.35 -0.04 0.113
C 7.739449 -4.913439 -9.334548 -0.23 -1.71 -0.15 -0.208
H -0.748481 3.722741 -6.047348 -0.40 -0.30 -0.34 0.079
H -4.567941 7.227881 14.509992 0.71 -0.49 -0.16 0.083
H -1.223371 6.173931 -6.337668 0.22 0.20 0.23 0.112
H 5.834809 1.218961 -1.239038 0.08 -0.25 0.30 0.087
H 2.445799 -0.300989 5.500532 -0.36 0.07 0.06 0.082
H -5.739331 -9.836919 2.125332 -0.30 -0.15 0.17 0.079
H 0.761389 3.254421 -6.805548 0.35 0.31 0.33 0.092
C 5.125979 -5.445739 -5.702208 1.17 -0.81 1.05 -0.266
N 6.182299 -6.268919 -7.818218 0.43 0.18 0.36 -0.052
H 2.799449 -2.436269 0.137862 -0.17 -0.25 -0.33 0.106
C -3.938231 1.921531 9.924992 -0.66 -0.52 0.52 -0.232
C 0.193909 4.108571 -6.436108 -0.96 0.00 -0.28 -0.097
O -0.030551 4.983601 -7.540308 -0.01 -0.17 0.56 -0.195
C 3.884749 1.783161 5.356842 0.57 -0.58 -0.89 -0.233
H -6.159851 7.443291 14.065142 -0.51 0.17 -0.19 0.077
H 5.604729 4.350261 2.805862 0.56 0.24 -0.24 0.113
O 4.884289 2.535841 -0.020038 0.42 0.64 0.08 -0.213
H 0.484239 -3.336419 0.832492 0.04 -0.40 -0.12 0.112
H 6.216679 1.110051 0.561902 0.06 -0.63 -0.27 0.077
H 0.568649 4.621401 -5.550288 0.83 0.14 -0.23 0.086
H -1.903971 7.714571 -8.347678 -0.59 -0.64 -0.13 0.122
H -7.659061 -6.283389 4.387862 0.59 0.85 0.41 0.116
H 0.043859 5.935281 -9.559488 0.06 -0.29 -0.44 0.112
H 3.510419 -0.267679 6.894012 0.16 -0.34 0.23 0.087
H -5.929961 1.656761 10.722342 0.00 -0.05 0.36 0.117
H -1.449751 -8.670329 -0.234348 0.11 -0.20 -0.06 0.027
H -5.228541 -0.469489 1.960052 -0.07 -0.01 0.42 0.084
C -0.547141 6.733151 -12.101768 -1.18 -1.11 0.62 -0.220
C -5.954671 -7.176589 3.424212 0.25 -0.77 -0.60 -0.182
C -4.988341 -1.441269 1.528722 1.03 -0.70 -0.31 -0.134
O 1.458339 -0.893349 0.520822 0.32 -0.98 0.71 -0.069
C 2.207709 -2.047679 0.966682 0.10 -1.02 -0.05 -0.231
H -3.912471 -1.563329 1.403392 0.05 0.67 -0.35 0.090
C 7.427429 -5.447209 -7.914948 -0.80 0.12 -0.83 -0.187
H 7.794989 -5.584689 -11.911958 -0.27 0.03 0.01 0.079
H 9.286379 -4.681689 -11.774688 0.13 0.41 0.68 0.079
H 5.830269 2.265051 4.679552 0.20 -0.04 -0.14 0.117
H -4.932501 8.325821 13.196432 0.17 -0.41 -0.62 0.088
C 5.510459 3.387311 2.303932 -0.68 1.11 -1.55 -0.227
H -6.025971 -4.152039 4.012002 0.07 0.49 0.58 0.115
H -5.445511 4.599031 13.921042 0.00 0.18 0.27 0.125
C -5.173401 7.347161 13.611512 -0.91 0.28 1.23 -0.129
H 2.111599 -0.191049 0.480392 -0.15 0.31 -0.09 0.078
C -0.895811 7.319391 -10.714008 0.03 0.56 -1.16 -0.229
H -7.791491 -3.758969 4.046792 0.12 -0.13 0.40 0.113
C -7.267961 -6.379249 3.374962 0.25 -0.24 -0.21 -0.212
H -5.473751 -1.502009 0.554672 -0.13 -0.06 -0.18 0.084
H -7.269721 -8.850209 1.946182 -0.05 -0.40 -0.07 0.075
O -1.782111 -7.778709 -0.130498 0.11 0.15 -0.14 -0.052
H -5.828471 3.062851 9.700932 -0.08 -0.08 -0.61 0.099
C -6.916231 -3.935349 3.421572 -0.27 0.40 0.30 -0.208
H 5.702979 -4.527949 -5.815548 -0.21 0.47 -0.62 0.111
O -5.176741 6.283511 12.703062 0.66 0.08 -0.48 -0.175
H -0.221281 7.511911 -8.146018 0.27 0.49 0.53 0.111
H -5.096881 -6.592819 3.758142 -0.14 0.53 -0.37 0.117
H -7.256491 -2.564149 1.753542 -0.22 -0.19 -0.21 0.117
H -4.690361 3.446641 7.796282 0.28 0.57 0.27 0.079
H 8.105269 -3.892569 -9.224578 0.41 0.02 -0.36 0.114
H 0.397839 -1.744449 2.602032 -0.08 0.13 -0.19 0.067
C -3.732731 2.926721 7.823492 0.19 -1.27 -0.14 -0.100
H 3.921779 2.032911 6.417202 0.60 0.07 0.26 0.119
N -4.992591 3.369681 11.564742 -0.69 0.15 0.92 -0.074
C -1.124771 6.953611 -8.391198 1.42 -0.90 1.64 -0.209
H 4.430839 1.779791 2.715642 -0.38 -0.31 -0.15 0.095
O 3.784959 -5.360549 -6.064208 0.17 0.09 -0.08 -0.166
H -6.081281 -8.983479 0.612542 -0.13 0.01 0.05 0.083
H 3.681649 -3.410339 -5.230558 0.62 -0.13 -0.05 0.083
H -0.714721 7.404491 -12.943978 0.15 0.48 0.15 0.120
H 2.956919 -1.794939 1.716962 -0.19 0.32 0.34 0.109
O 4.304069 0.438741 5.136252 -0.29 0.19 0.00 -0.194
H 2.451579 -3.926109 -6.318378 -0.47 0.02 0.31 0.088
C -6.165631 4.199191 11.925792 1.49 -0.21 -0.33 -0.190
C -6.674781 -2.609399 2.674232 1.12 -1.14 -0.67 -0.192
H -8.108501 -6.983529 3.033732 0.23 -0.36 -0.90 0.100
H 2.747889 6.650171 -12.379078 -0.26 -1.22 0.49 0.082
H -6.506031 -5.181899 1.898362 0.06 -0.34 -0.15 0.107
H -3.972991 1.945711 7.413642 -0.17 -0.51 0.15 0.078
H 6.979179 2.298181 -0.418008 -0.11 0.56 -0.22 0.082
O -3.143121 2.753511 9.122892 -0.59 0.91 -1.03 -0.175
H 2.499839 -4.514549 -4.613718 -0.08 -0.45 -0.06 0.086
H -3.019411 3.268101 7.073332 0.14 0.75 0.60 0.087
H 4.720079 3.601991 4.984802 0.34 0.49 -0.49 0.112
C 5.135539 3.704431 0.777852 0.43 -1.00 1.27 -0.180
H -1.905701 7.721471 -10.794978 -0.35 -0.21 -0.15 0.118
N 4.455149 2.737171 3.036472 0.10 -1.08 1.64 -0.048
H -4.165161 3.904161 11.341652 -0.11 0.40 0.01 0.111
C -6.214571 -8.955889 1.694012 0.61 1.37 0.52 -0.084
```
Forces are in eV/Å.

Total charge: 0
Highest occupied orbital energy in Ha: -0.316
Calculated total energy in Eh: -2520.54016
SMILES: COCCNCCOC.COCCNCCOC.COCCNCCOC.COCCNCCOC.COCCNCCOC.OCCO.O
Relative energy (zero: lowest compared OMol25 entry of this formula, charge and spin) in kcal/mol: 16.6
Molecular weight in g mol⁻¹: 746.038


# 2
Entry from the OMol25 dataset: a structure of composition C16H39Cl3NO9PSi2 (ωB97M-V/def2-TZVPD).

Structure (XYZ):
```
71
Properties=species:S:1:pos:R:3:forces:R:3:lowdin_charge:R:1
C 3.516371 3.885439 -5.627571 0.06 -0.16 0.03 -0.183
H -0.680170 1.175288 4.471093 0.23 0.17 0.28 0.015
C -6.157678 -2.081183 4.945405 -0.13 -0.04 -0.10 -0.113
H 2.453501 5.092222 -7.039967 0.00 0.05 0.02 0.123
H -2.380738 -4.369888 4.088888 0.05 0.03 -0.05 0.128
H -5.697322 -4.889528 0.084744 -0.04 -0.04 0.04 0.088
Cl -1.242561 -0.299724 -0.448104 0.14 0.05 0.12 0.398
H 2.979022 -0.125945 4.269591 0.07 0.27 -0.23 0.033
H 5.467143 4.530301 -2.896450 -0.01 -0.04 -0.02 0.124
Si 0.775907 -0.200454 -0.043303 1.30 0.60 0.04 -0.131
H -4.391860 -0.848145 3.823194 0.00 -0.03 0.04 0.124
H -0.519634 2.107381 3.177067 0.27 0.22 0.05 0.024
O 1.574504 5.265486 -5.163257 0.27 0.23 -0.05 -0.199
H 2.798342 2.571317 -1.986101 -0.03 0.03 0.07 0.059
O 3.410408 4.396326 -2.632902 0.13 -0.25 -0.27 -0.198
Si 0.161713 -0.034317 2.767109 0.96 1.09 0.27 0.247
C -3.261266 -4.060507 3.519527 0.06 -0.04 0.20 -0.177
C -3.612698 -5.200958 2.588918 -0.28 -0.08 0.06 -0.197
Cl 3.006417 -2.015115 0.968974 -0.02 0.15 0.02 0.721
H 3.885960 3.202580 -6.397006 0.03 0.06 -0.04 0.128
H -4.924750 -6.444071 0.468066 0.08 0.00 -0.12 0.088
H -4.053846 -3.883075 4.247023 -0.17 -0.02 -0.15 0.118
C -3.858784 -2.104534 2.174790 0.08 0.00 -0.17 -0.186
H -3.717527 -6.119015 3.181222 0.22 -0.01 0.04 0.129
H 3.352251 -3.860758 -1.031312 0.25 0.01 -0.27 0.072
H 3.573478 6.356873 -4.457980 -0.13 -0.13 0.11 0.115
H 0.142190 -3.017127 2.785284 0.10 -0.15 0.13 0.016
H 4.514379 2.646884 -2.399860 0.04 0.02 0.04 0.091
Cl 0.251619 -2.682337 -2.191041 -0.10 -0.18 -0.29 0.692
P 0.991464 -1.537724 4.171295 -0.52 -0.04 0.88 0.731
H -3.930927 -5.012762 0.054987 0.02 -0.04 -0.01 0.085
C 2.790932 -1.183161 4.392213 -0.40 -0.69 0.01 -0.327
C 0.981767 6.444219 -5.660246 -0.10 -0.09 0.11 -0.115
C 2.230978 4.490166 -6.152347 -0.17 -0.10 0.18 -0.200
H 0.779268 1.175867 -1.726878 0.40 0.09 -0.01 0.058
C 2.293980 -4.066240 -0.964945 -0.76 -0.47 -0.33 -0.136
C 3.685101 3.194416 -1.938936 -0.06 0.27 0.03 -0.101
C -4.897626 -1.431132 3.045312 -0.23 -0.10 -0.11 -0.195
H -3.297748 -1.313921 1.670949 0.04 0.04 0.05 0.087
H -4.323467 -2.701707 1.389140 -0.17 -0.08 0.13 0.119
H 1.650572 6.974737 -6.346409 -0.02 -0.04 -0.05 0.087
H 3.019826 -1.446140 5.416059 0.10 -0.01 0.28 0.014
H -2.799127 -5.343975 1.869089 -0.01 0.03 -0.03 0.123
H 0.034611 6.223589 -6.165089 0.03 0.09 -0.10 0.087
C 4.466917 5.740104 -4.352661 0.04 0.17 -0.05 -0.183
C -4.837895 -5.356268 0.564241 -0.12 -0.07 0.16 -0.113
H -6.915292 -1.290577 4.978372 0.06 0.05 0.11 0.088
H -1.186992 -0.503621 2.401973 0.07 -0.30 -0.36 -0.033
O -4.843867 -4.973181 1.922472 0.19 0.27 -0.19 -0.197
O 0.849052 -3.045638 3.446946 0.19 0.38 -0.27 -0.408
H 1.555368 3.675120 -6.444404 0.12 -0.05 -0.18 0.127
C 4.565171 5.148171 -2.962974 -0.26 0.07 0.15 -0.201
H 3.423367 -1.797287 3.763273 0.09 0.12 -0.36 0.002
H -6.577247 -2.987604 5.380475 -0.07 0.00 -0.07 0.088
O 4.576221 4.805135 -5.415998 0.02 0.01 -0.05 -0.121
O -2.874350 -2.854841 2.875289 0.12 0.06 -0.04 -0.147
H 1.926225 -4.726425 -1.741597 0.37 -0.17 -0.22 0.066
O 1.458106 0.815957 -1.136215 -0.85 -0.10 -0.27 -0.137
H -5.484894 -0.745062 2.420657 0.17 0.14 -0.02 0.129
H 2.130094 -4.572224 -0.019943 0.00 -0.06 0.30 0.082
H -5.291663 -1.787980 5.548510 0.00 0.06 -0.02 0.087
O 1.110228 0.432617 1.436803 -1.66 -0.89 0.00 -0.321
H 3.335136 3.281063 -4.737592 -0.15 0.13 0.08 0.115
C 1.487426 -2.817069 -0.998138 0.26 -0.78 -0.31 -0.814
H 3.915947 3.403111 -0.888823 0.09 -0.14 0.01 0.094
H 5.322443 6.408868 -4.478459 0.04 -0.06 -0.02 0.127
C 1.690058 -1.828254 -0.166010 -0.29 1.27 1.01 -0.701
H 0.783265 7.099557 -4.812676 -0.06 -0.07 0.03 0.088
H 4.650784 5.967145 -2.236458 0.21 0.06 -0.07 0.127
O -5.790782 -2.372261 3.614907 0.30 -0.10 0.22 -0.196
N -0.016801 1.421793 3.737793 -0.43 -0.67 -0.42 -0.110
```
Forces are in eV/Å.

Total charge: 0
Highest occupied orbital energy in Ha: -0.291
Calculated total energy in Eh: -3665.96291
Relative energy (zero: lowest compared OMol25 entry of this formula, charge and spin) in kcal/mol: 16.6
Molecular weight in g mol⁻¹: 582.991


# 3
Entry from the OMol25 dataset: a cluster of 2 separate species, C4H7O4 in total (ωB97M-V/def2-TZVPD).

Structure (XYZ):
```
15
Properties=species:S:1:pos:R:3:forces:R:3:lowdin_charge:R:1
H -1.220423 0.160997 2.744486 -0.03 -0.53 1.02 0.135
C -0.954259 1.546063 -1.591811 -0.08 0.24 0.24 -0.802
O -0.879275 0.561352 -0.806783 -0.05 0.48 -0.17 -0.135
H -1.780525 0.983702 -3.521818 0.31 0.06 0.10 0.054
C -1.533219 0.853850 4.526161 0.08 -0.48 -0.08 -0.573
C -0.787818 1.215717 -3.100731 0.25 -0.04 -0.23 -0.074
H -0.130557 0.342161 -3.247344 -0.32 0.23 0.10 0.049
C -1.670885 2.204104 3.866369 -0.09 0.53 0.09 -0.005
O -1.175023 2.758128 -1.320348 0.13 -0.75 -0.04 -0.130
O -1.635403 0.645980 5.707965 0.03 0.09 -0.39 0.076
H -1.879306 2.972080 4.630166 0.11 -0.45 -0.31 0.085
O -1.272438 -0.184507 3.677186 -0.08 1.07 -0.79 0.074
H -0.363308 2.071799 -3.651670 -0.26 -0.23 0.22 0.050
H -2.499328 2.198207 3.138189 0.41 -0.05 0.17 0.098
H -0.740930 2.475637 3.339067 -0.40 -0.18 0.07 0.098
```
Forces are in eV/Å.

Total charge: -1
Highest occupied orbital energy in Ha: -0.153
Calculated total energy in Eh: -457.66055
Relative energy (zero: lowest compared OMol25 entry of this formula, charge and spin) in kcal/mol: 6.0
Molecular weight in g mol⁻¹: 119.096


| no. | LUMO (eV) | F_max (eV/Å) |
| --- | --- | --- |
| 1 | 0.49 | 2.35 |
| 2 | 0.34 | 1.88 |
| 3 | 3.27 | 1.33 |